This record from OMol25 describes 2 unconnected molecules or ions with the total composition C12H15Cl4NO2. The level of theory is wB97M-V/def2-TZVPD.

The geometry in ORCA input format:
```
! RIJCOSX wB97M-V def2-TZVPD def2/J DEFGRID3
* xyz 0 1
O -1.533 -2.205 2.834
C -0.773 -1.239 2.645
C 0.740 -1.414 2.595
O 1.230 -2.516 2.330
C 1.522 -0.219 2.859
Cl 3.201 -0.440 2.953
C 0.946 1.036 3.021
Cl 1.917 2.407 3.341
C -0.466 1.209 2.860
Cl -1.168 2.751 3.094
C -1.262 0.116 2.533
Cl -2.905 0.289 2.126
C -2.710 -1.940 -2.964
C -2.761 -2.181 -1.459
C -1.797 -3.311 -1.057
N -1.748 -3.571 0.346
C -1.016 -4.743 0.745
C -1.158 -5.082 2.232
C -0.473 -6.377 2.638
H -3.361 -1.107 -3.241
H -1.691 -1.696 -3.288
H -3.043 -2.824 -3.520
H -2.491 -1.265 -0.911
H -3.774 -2.475 -1.149
H -2.120 -4.257 -1.533
H -0.789 -3.094 -1.474
H -1.588 -2.759 0.940
H -1.412 -5.557 0.113
H 0.063 -4.645 0.518
H -0.720 -4.243 2.785
H -2.225 -5.117 2.483
H -0.684 -6.577 3.692
H -0.827 -7.240 2.067
H 0.611 -6.299 2.527
*
```

**Highest occupied orbital energy**: -7.9820 eV
**Maximum force**: 3.223 eV/Å
**Orbital gap**: 5.04 eV

=====

This record from OMol25 describes a molecular structure, C12H15F4N2NiSbSe4. The level of theory is wB97M-V/def2-TZVPD.

The geometry in ORCA input format:
```
! RIJCOSX wB97M-V def2-TZVPD def2/J DEFGRID3
* xyz -2 3
Ni -0.998 0.231 0.029
C -1.240 -0.101 3.623
C -0.093 -0.698 2.831
N 0.378 0.096 1.656
C 0.786 1.430 2.133
C 1.164 2.456 1.072
C 1.467 -0.682 1.040
C 1.813 -0.283 -0.389
N 0.594 -0.030 -1.129
C 0.659 0.092 -2.464
C -0.552 0.282 -3.191
F -1.692 0.351 -2.480
C -0.607 0.401 -4.553
F -1.806 0.571 -5.148
C 0.532 0.355 -5.344
C 1.722 0.194 -4.669
F 2.877 0.159 -5.378
C 1.803 0.074 -3.297
F 3.057 -0.034 -2.772
H -1.704 -0.905 4.198
H -2.005 0.303 2.959
H -0.913 0.681 4.313
H -0.410 -1.665 2.445
H 0.778 -0.861 3.486
H 1.609 1.312 2.857
H -0.071 1.822 2.679
H 2.163 2.304 0.669
H 1.135 3.450 1.522
H 0.457 2.449 0.241
H 1.119 -1.716 1.029
H 2.368 -0.643 1.671
H 2.388 -1.114 -0.811
H 2.487 0.581 -0.399
H 0.484 0.435 -6.419
Se -3.270 -3.849 3.770
Sb -4.786 -2.679 2.235
Se -2.620 -1.473 0.629
Se -3.205 0.964 0.618
Se -5.866 -4.259 0.739
*
```

**Highest occupied orbital energy (spin up / spin down)**: -0.7869 / -0.8038 eV
**Maximum force**: 1.432 eV/Å
**Orbital gap (spin up / spin down)**: 5.13 / 5.07 eV
**Relative energy (zero: lowest compared OMol25 entry of this formula, charge and spin)**: 0.483 eV

=====

This record from OMol25 describes a molecular structure, C12H15F9N3NaO15. The level of theory is wB97M-V/def2-TZVPD.

The geometry in ORCA input format:
```
! RIJCOSX wB97M-V def2-TZVPD def2/J DEFGRID3
* xyz -2 1
Na -1.470 0.887 0.643
N -3.895 2.916 4.869
O -4.803 3.277 4.195
O -3.091 2.061 4.553
O -3.800 3.548 5.942
N -6.663 -0.439 -0.387
O -7.634 0.319 -0.321
O -5.662 0.175 -0.180
O -6.759 -1.607 -0.485
N -1.506 5.447 0.595
O -0.565 4.746 0.540
O -2.540 4.975 0.220
O -1.493 6.533 1.074
C 3.322 -2.124 5.173
C 3.223 -0.563 5.310
O 4.244 0.018 4.594
C 4.188 0.398 3.294
O 3.268 0.031 2.484
C 5.315 1.265 2.735
F 6.372 1.088 3.520
F 5.691 0.829 1.579
F 5.073 2.589 2.733
H 2.534 -2.519 5.813
H 4.254 -2.530 5.567
H 3.230 -2.609 4.201
H 3.329 -0.288 6.359
H 2.213 -0.234 5.065
C -0.919 -5.289 -2.117
C -2.178 -4.481 -1.583
O -2.462 -4.737 -0.196
C -1.791 -4.228 0.808
O -0.902 -3.429 0.702
C -2.245 -4.593 2.273
F -3.579 -4.676 2.333
F -1.654 -5.767 2.385
F -1.728 -3.730 3.217
H -0.012 -4.987 -1.593
H -0.897 -5.212 -3.204
H -1.197 -6.341 -2.047
H -3.060 -4.850 -2.106
H -2.158 -3.409 -1.781
C 2.369 4.639 -4.989
C 2.397 3.103 -4.879
O 1.438 2.620 -5.880
C 0.493 1.753 -5.443
O 0.298 1.430 -4.307
C -0.136 0.938 -6.584
F -0.669 -0.210 -6.258
F -1.235 1.603 -7.078
F 0.763 0.856 -7.578
H 2.731 5.051 -4.047
H 1.378 5.077 -5.103
H 2.963 5.132 -5.759
H 2.190 2.772 -3.861
H 3.428 2.775 -5.011
*
```

**Highest occupied orbital energy**: -1.7411 eV
**Maximum force**: 7.789 eV/Å
**Orbital gap**: 4.21 eV
**Relative energy (zero: lowest compared OMol25 entry of this formula, charge and spin)**: 5.957 eV

=====

This record from OMol25 describes a molecular structure, C12H15IIrN3O3S. The level of theory is wB97M-V/def2-TZVPD.

The geometry in ORCA input format:
```
! RIJCOSX wB97M-V def2-TZVPD def2/J DEFGRID3
* xyz 1 2
Ir -0.145 -0.546 1.517
I -0.981 1.282 4.355
C -0.145 -0.546 3.644
H -0.751 -1.398 4.014
H 0.897 -0.644 4.014
O 0.138 -4.739 -2.279
C 0.927 -3.680 -1.994
C 2.101 -3.486 -2.741
C 2.938 -2.406 -2.475
C 2.613 -1.510 -1.462
C 1.449 -1.689 -0.709
C 0.581 -2.772 -0.954
C -0.674 -2.971 -0.147
O -1.396 -3.923 -0.398
O -1.073 -2.154 0.860
H 0.350 -5.371 -2.980
H 2.365 -4.177 -3.532
H 3.840 -2.264 -3.055
H 3.265 -0.671 -1.256
H 1.255 -0.967 0.053
C 0.240 5.135 0.222
C -1.124 4.761 0.794
C -1.408 3.300 0.605
N -0.675 2.385 1.123
N -1.108 1.123 0.835
C -2.158 1.073 0.110
N -2.747 -0.150 -0.286
S -2.806 2.681 -0.352
H 0.420 6.221 0.370
H 0.274 4.913 -0.866
H 1.046 4.569 0.737
H -1.906 5.359 0.278
H -1.152 5.002 1.878
H -2.336 -1.048 0.007
H -3.594 -0.149 -0.871
H 1.481 -0.546 0.942
*
```

**Highest occupied orbital energy (spin up / spin down)**: -11.7831 / -11.7847 eV
**Maximum force**: 5.118 eV/Å
**Orbital gap (spin up / spin down)**: 6.27 / 6.62 eV

=====

This record from OMol25 describes a single C12H15N molecule. The level of theory is wB97M-V/def2-TZVPD.

The geometry in ORCA input format:
```
! RIJCOSX wB97M-V def2-TZVPD def2/J DEFGRID3
* xyz 0 1
N 0.670 -0.123 2.323
C -0.249 0.087 1.209
C -1.230 1.219 1.500
C -2.503 1.102 0.707
C -2.487 -0.478 0.205
C -1.180 -1.193 0.808
C -0.426 -1.829 -0.347
C 0.688 -0.884 -0.840
C 1.390 -0.991 -1.958
C 2.111 0.168 -2.382
C 2.183 1.209 -1.593
C 1.497 1.266 -0.387
C 0.623 0.211 -0.061
H 0.997 1.019 2.306
H 0.122 -0.407 3.119
H -1.512 1.472 2.510
H -0.759 2.281 1.035
H -3.412 1.432 1.357
H -2.303 1.716 -0.207
H -3.430 -1.056 0.620
H -2.569 -0.694 -1.029
H -1.531 -1.698 1.766
H -1.036 -2.374 -1.039
H 0.048 -2.664 0.128
H 1.481 -1.862 -2.563
H 2.649 0.179 -3.390
H 2.670 2.001 -2.043
H 1.392 2.195 0.009
*
```

**Highest occupied orbital energy**: -9.0556 eV
**Maximum force**: 5.473 eV/Å
**Orbital gap**: 9.98 eV
**Relative energy (zero: lowest compared OMol25 entry of this formula, charge and spin)**: 3.967 eV

=====

This record from OMol25 describes 2 unconnected molecules or ions with the total composition C12H15N2O. The level of theory is wB97M-V/def2-TZVPD.

The geometry in ORCA input format:
```
! RIJCOSX wB97M-V def2-TZVPD def2/J DEFGRID3
* xyz 1 1
N 1.446 1.171 0.537
N 2.351 0.121 0.274
C 3.661 0.295 0.631
O 4.098 1.398 0.944
H 1.970 1.906 1.023
H 1.134 1.533 -0.369
H 1.969 -0.814 0.259
H 4.237 -0.646 0.563
C -1.453 1.551 0.562
C -1.938 1.793 2.039
C -1.646 0.485 2.715
C -1.058 -0.415 1.850
C -0.868 0.165 0.567
C -0.627 -0.588 -0.634
C -0.293 -1.970 -0.571
C -0.017 -2.686 -1.733
C -0.103 -2.066 -2.987
C -0.475 -0.716 -3.071
C -0.749 0.013 -1.917
H -2.299 1.634 -0.135
H -0.721 2.311 0.266
H -1.395 2.635 2.491
H -3.006 2.053 2.037
H -1.895 0.302 3.758
H -0.777 -1.441 2.091
H -0.272 -2.475 0.397
H 0.256 -3.740 -1.658
H 0.107 -2.633 -3.896
H -0.562 -0.229 -4.045
H -1.077 1.055 -1.988
*
```

**Highest occupied orbital energy**: -12.7345 eV
**Maximum force**: 1.539 eV/Å
**Orbital gap**: 7.14 eV
**Relative energy (zero: lowest compared OMol25 entry of this formula, charge and spin)**: 1.512 eV